# 1
This record from the OMol25 dataset describes a molecular structure, C40H39ClF10N6O4Si2Ti. The level of theory is wB97M-V/def2-TZVPD.

Geometry as XYZ:
```
103
C40H39ClF10N6O4Si2Ti | the OMol25 dataset | wB97M-V/def2-TZVPD
C -0.97907 3.47685 -3.35920
H 3.37505 -1.70747 -1.81664
F 1.26131 0.49461 -5.01090
H -2.53547 2.73862 2.60005
C -2.40631 0.14735 4.45963
H -0.82835 2.78381 3.92610
F -1.67139 4.49147 -2.83839
O -1.44679 0.45471 -0.54392
C 0.01084 -3.81294 1.07198
N 0.91900 0.58216 -2.03923
H 1.34200 0.50667 6.16649
C -0.42871 -6.24913 -2.75568
F -1.42499 4.26706 -5.54944
H -0.07942 -4.79962 0.63218
Si -2.00414 0.30138 2.61633
H -0.17168 -2.77805 -0.81013
Cl -4.11336 -4.04501 -3.89295
C -1.41074 -5.26583 -2.67968
H -2.09738 -0.83388 4.85845
H -2.44197 -2.12083 2.14182
F 0.77485 7.39526 1.56786
H 3.16126 0.08535 3.51576
H 3.10199 1.76440 4.10162
H 2.75376 1.41399 2.38645
C -3.76900 -1.55726 -2.71744
C -0.14311 0.18233 2.39324
C 1.04405 6.13783 1.17502
F 0.11467 2.25221 -6.52856
C -0.38713 2.55759 -2.53255
F -0.53733 2.77695 -1.22977
H 3.16185 -1.31043 1.78655
O -5.97460 -1.91187 -3.52385
H 2.34918 -2.54055 0.80783
C 3.15112 1.76991 -0.49782
H 4.06515 0.42222 0.84272
Si 0.80617 0.88126 3.79396
H -2.91277 -1.10474 0.76379
O -3.37178 1.26709 -1.41189
H 4.03839 -2.13471 0.47447
F -0.93918 5.33345 2.13601
C 0.53262 1.43873 -4.36246
H -2.43139 -5.53392 -2.44875
C -2.91195 1.83399 2.10022
C 1.23334 -4.58683 -3.17551
N 0.06515 -1.46178 0.73578
C 0.25986 -3.59538 -3.11516
N -1.98331 -2.87845 -2.72917
N 1.91726 2.08651 0.20770
C 1.89473 -0.36617 -2.54605
C 0.82460 -0.09723 5.40889
H -0.70879 -7.28604 -2.60029
N 2.62589 -0.67550 -0.14445
C 0.10069 -1.23818 2.07216
C 2.63310 1.04556 3.41326
H -2.86291 1.99211 1.01987
C -1.06822 -3.93066 -2.86930
H -3.49365 0.25052 4.60515
C -5.18826 -1.13339 -3.01450
F 2.99791 6.82986 0.11067
C 3.06537 -1.72263 0.78057
C 0.89689 -5.92011 -2.99817
H 4.45334 0.11197 -0.84762
C 0.19804 5.09129 1.47751
H -4.76522 0.63245 -2.26379
C 0.52285 3.81288 1.11432
C 2.42380 -1.28573 -1.46350
F 3.57768 4.44472 -0.70162
H 3.96482 2.41842 -0.18658
C -2.60593 -0.89058 -2.09770
C 1.70135 3.40784 0.43850
C -0.06497 2.36453 -5.20203
H -3.93399 -1.14461 2.21562
C 0.22442 -2.34888 2.94604
C -2.89552 -1.15618 1.86000
H 0.22082 -4.47214 3.11136
C 0.19898 2.59412 4.26656
H 0.50561 -2.54799 -3.25104
H 0.83877 3.36110 3.80922
C -2.52595 0.31012 -1.35112
C -3.30499 -2.77830 -3.06662
C 2.16971 5.83560 0.46208
H 2.74168 0.14973 -3.01438
C 0.17952 -3.62031 2.43992
H 0.22885 2.72578 5.35607
H 1.73681 -2.11915 -1.33335
H -1.90871 0.92886 5.05851
H 2.26244 -4.30647 -3.36844
C -0.83566 3.38773 -4.72433
F -0.37152 2.86338 1.37095
O -5.54315 0.08524 -2.72957
H -0.18490 -0.32241 5.77977
N -1.51429 -1.70611 -2.15776
C -0.03557 -2.69754 0.26208
H 1.65698 -6.69007 -3.03419
C 3.63865 0.38086 -0.15983
Ti 0.22161 0.49419 0.11044
H 1.48170 -1.02413 -3.31432
C 2.48293 4.53859 0.08802
H 1.37122 -1.04597 5.31041
C 0.39320 1.44287 -2.95234
H 3.04437 1.89205 -1.57830
H -3.96839 1.69414 2.37749
H 0.26372 -2.17513 4.01280
```

Multiplicity: 3
Net charge: -2
<S²>: 2.0204
E_HOMO (alpha / beta) in eV: -0.057 / -2.149


# 2
This record from the OMol25 dataset describes a molecular structure, C40H39F6N4O6S3Ti. The level of theory is wB97M-V/def2-TZVPD.

Geometry as XYZ:
```
99
C40H39F6N4O6S3Ti | the OMol25 dataset | wB97M-V/def2-TZVPD
H -7.65873 -2.85767 0.24147
H 2.25569 -1.67428 1.42027
C 0.01545 -4.95377 -1.23523
C -3.26917 -1.28198 -0.19484
F -0.03411 -0.09812 -5.37713
H -2.30450 -3.11375 1.46526
C -3.14307 -1.19159 4.12503
H 6.63634 0.47945 -0.46085
H -3.62879 -0.15679 -1.96335
H 1.19556 2.49017 -2.68851
H -5.13556 -4.82542 -2.60025
O -2.19413 -1.51194 -3.77318
H -0.16914 4.11869 -0.22872
C -0.68799 1.20715 4.93828
H 0.58479 3.43471 2.07370
C 4.21944 -1.16100 2.11752
H 2.14314 1.70748 -3.95217
H -2.25922 -3.13862 3.93372
H 6.81198 1.76076 -2.79307
H 4.03055 4.45793 -2.24070
H -4.59120 0.39118 -0.61321
C -5.28842 -4.06373 -1.84631
H -3.13413 -1.20315 5.20759
S 0.73853 -3.44603 -2.02384
H -5.80589 -1.36482 0.84838
C 0.22597 2.79265 2.86821
C -4.24225 -3.21311 -1.51408
C 2.90633 -0.88102 1.76170
H 4.19316 3.46381 -0.77583
C 0.12865 -1.36003 -4.97588
O -2.07038 -1.81389 -0.69855
H -4.08966 2.70902 -1.25615
F -0.32315 -2.17590 -5.92199
H 6.63650 2.85717 -1.41167
C -6.70344 -2.95926 -0.25777
O 0.92678 -2.51126 -0.91341
H 4.58515 -2.17727 2.04237
C -3.18467 -1.16830 1.33044
C 3.55670 3.68513 -1.62922
C -0.87647 3.31141 -0.36304
H -0.35513 4.45951 4.08191
H -4.00028 0.76880 3.99148
C 4.57851 1.14913 2.64376
F 0.89407 -5.41017 -0.34351
C -0.30349 3.38055 4.00918
C -3.63530 -0.09102 3.44394
S -0.82492 -1.63470 -3.41457
H -4.06051 0.78792 1.54874
N 5.14757 1.37097 -1.58581
H -7.33126 -4.61018 -1.47753
C -2.65252 1.22321 -0.68536
C 5.78718 0.17329 -1.07308
H 5.57675 3.01876 -2.82339
Ti -0.44271 -0.87103 -0.40154
H -1.04963 0.58007 5.74327
C 5.05871 -0.15061 2.55939
C -6.51971 -3.94163 -1.22088
O -0.25251 -0.60684 -2.53883
H 2.60852 4.08712 -1.25823
C 0.30049 1.40905 2.74862
N -1.38879 1.00885 -0.30278
H 6.13843 -0.47311 -1.88342
C -3.07332 2.52393 -0.93670
H 2.15675 3.48254 -3.79739
C -3.65728 -0.08052 2.05495
H 5.08713 -0.38446 -0.46205
F 1.41691 -1.59081 -4.77041
C 2.13080 2.53741 -3.25183
S 3.09188 -0.18024 -2.28332
C 3.26130 1.42462 2.31175
H -0.13756 -0.45473 3.69401
C -0.16974 0.62211 3.79478
C 3.87338 1.28022 -2.07037
N -0.44944 -3.06973 -2.97289
H 2.88264 2.43322 2.43179
H 6.08165 -0.37233 2.83549
H -1.16246 3.04424 5.94590
H -3.28246 -3.30444 -2.00318
H -2.49188 4.58351 -0.96797
C 2.41190 0.41166 1.87438
C -5.65860 -2.11241 0.07734
C 6.08929 2.30958 -2.18183
C -2.17823 3.56603 -0.77433
O 1.91637 -3.87711 -2.69353
C -3.58731 0.06044 -0.88995
C 0.89074 1.58195 0.27305
C -4.42032 -2.23318 -0.54649
O 0.26233 -0.49269 1.29588
H 1.51872 2.46839 0.37945
C -0.49575 2.00143 -0.13848
C 0.94230 0.70981 1.55225
H 1.37108 1.00263 -0.53601
C -0.75731 2.58887 5.05144
C -2.67181 -2.26198 2.02583
F -0.20498 -5.89035 -2.14874
N 3.29294 2.47421 -2.38630
F -1.12103 -4.66382 -0.61723
H 5.22288 1.94577 2.99384
C -2.65166 -2.27571 3.41049
```

Multiplicity: 2
Relative energy (zero: lowest compared OMol25 entry of this formula, charge and spin) in kcal per mole: 5.01
<S²>: 0.7526
E_HOMO (alpha / beta) in eV: -7.963 / -8.121


# 3
This record from the OMol25 dataset describes a molecular structure, C40H39N6O3PSSe2Ti. The level of theory is wB97M-V/def2-TZVPD.

Geometry as XYZ:
```
93
C40H39N6O3PSSe2Ti | the OMol25 dataset | wB97M-V/def2-TZVPD
P -1.13753 0.72041 2.84145
C 0.19030 -3.86892 -2.08855
H -0.40104 3.48808 3.34997
H 6.03711 3.97484 0.77315
C -1.57049 -4.05406 -3.69452
H 0.65928 3.98667 -3.65395
C -4.45181 -1.58208 0.26882
C 2.48443 -1.21328 -5.52484
H -2.50858 -5.97571 -3.82495
C -0.94206 -5.95799 -2.36092
H -5.24897 0.43342 -1.52573
H -4.07321 0.24507 1.29577
H -3.72630 0.92871 4.15657
C -4.48469 0.65565 -0.77113
H 1.78947 -1.19297 6.31502
H -1.36476 -2.88695 0.02677
H 1.50686 2.77886 -5.68020
H -1.77962 0.89124 -2.76757
H 2.58774 -2.87629 -4.14064
H -5.76985 0.02394 0.83141
H -2.69590 -3.73197 -0.80026
C 0.53840 -0.35747 4.79355
C -2.00049 2.09065 3.68383
Se -2.24334 -1.08774 2.91663
Ti 0.58390 -0.28312 -0.63982
H 0.69207 -5.64035 -0.99552
H -3.27950 1.83764 -2.71705
C -4.73845 -0.11423 0.50691
O 2.56080 -3.76352 -1.05861
N 2.54503 0.11903 0.40960
C 0.43514 0.57450 3.76414
C 2.69549 1.28801 4.19940
H -3.79285 5.01316 5.45922
H 2.31784 0.59404 -6.65290
C 3.97838 3.55148 0.32891
C 4.63383 0.93696 0.78932
H 3.53285 1.93078 3.95582
H 1.43902 2.11568 2.67312
C -1.38269 3.33619 3.78076
N 0.97564 0.93289 -2.25438
H -0.29810 -1.01225 5.00275
C 2.32147 -1.83725 -4.28305
C -2.48719 -0.77021 -0.93895
H 5.39547 -1.02995 1.19066
Se -0.68260 1.52624 0.85149
H -2.01974 2.09648 -1.48909
C 3.36107 -0.86062 0.71186
H 6.65162 1.60919 1.19305
C 1.82447 -1.09927 -3.22656
C 5.64235 1.88485 0.91988
C 1.71499 -0.46291 5.51965
H -4.50525 -2.12999 1.21105
H -2.77080 -3.40316 0.94908
H -4.51128 1.73061 -0.57986
H 3.74592 4.59306 0.15438
N -3.10036 -1.73955 -0.24157
C -1.74807 -5.38206 -3.33526
N 4.62151 -0.43575 0.95144
C 5.28905 3.19873 0.68412
C -3.90759 2.95723 4.86525
C -2.51744 1.34710 -2.11113
H 1.96757 2.87531 -0.05766
H 0.32796 2.77487 -1.55008
C -2.02514 4.38212 4.41947
H -1.07351 -6.99664 -2.09068
N -3.16586 0.33500 -1.29699
H -5.17970 -2.02411 -0.42338
C 2.79602 0.35633 5.22213
C 2.98258 2.60440 0.19825
C 1.51723 1.39667 3.47659
H 3.08507 -1.90117 0.76270
C 0.71910 2.26053 -2.42123
C -3.29112 4.19387 4.96135
C -3.26250 1.90418 4.22976
C 2.17668 0.11603 -5.69194
O -1.28138 -0.90329 -1.29974
O 0.80401 -2.45087 0.05573
C 1.36664 2.27063 -4.73653
H 2.86834 -1.78566 -6.35869
C -2.44085 -3.01592 -0.01281
H -4.89178 2.80545 5.28907
N 1.62250 -1.54406 -1.92595
H -1.54049 5.34630 4.49450
H 3.71499 0.26732 5.78745
H -2.18537 -3.61106 -4.46686
H -0.45997 -2.24859 -3.33480
C 1.48756 0.26431 -3.37241
C 0.04192 -5.20539 -1.74124
C -0.59995 -3.28598 -3.06686
C 0.89928 2.93235 -3.61565
C 1.68025 0.88994 -4.62108
S 1.40708 -2.91951 -1.21907
C 3.32188 1.27492 0.43886
```

Multiplicity: 3
Relative energy (zero: lowest compared OMol25 entry of this formula, charge and spin) in kcal per mole: 0.00
<S²>: 2.0441
E_HOMO (alpha / beta) in eV: -5.120 / -7.364


no.,E_tot (Eh),largest force on an atom (eV Å⁻¹)
1,-5064.604327,2.6
2,-4861.501414,1.0
3,-8494.021108,0.5